The following is a quantum chemistry calculation of a cluster of 2 separate species, C2H5NO2S in total, from the Open Molecules 2025 dataset.

```
11
Properties=species:S:1:pos:R:3:forces:R:3:mulliken_charge:R:1
C 0.97876 -0.92152 2.93241 0.18 1.21 1.59 -0.13
C -0.11060 1.45158 -0.48140 0.72 -1.56 -1.20 -0.80
N 0.94841 -1.70528 2.09172 -0.15 -0.65 -1.20 -0.13
O -0.82985 -0.11546 -2.52060 0.41 -0.16 -1.48 -0.57
O -1.67359 -0.66927 -0.32890 -1.61 -1.11 1.84 -0.51
S -0.63602 -0.16375 -1.12154 0.09 3.13 -0.77 0.86
H 0.46541 -0.79065 -0.80541 1.25 -0.94 0.05 0.05
H -0.80881 2.25439 -0.68976 0.07 -0.07 0.04 0.31
H -0.01022 1.13973 0.51428 -0.29 0.39 1.98 0.30
H 0.93880 1.58776 -0.78849 -0.58 0.37 -0.49 0.33
H 0.73771 -2.06753 1.19770 -0.09 -0.60 -0.36 0.28
```
Positions in Å, forces in eV/Å.

E_HOMO in eV: -11.507
Calculated total energy in a.u.: -682.5246
Net charge: 0
HOMO-LUMO gap in eV: 11.79
Energy relative to the best compared isomer or geometry (same formula, charge and spin) in kcal/mol: 72.2

The following is a quantum chemistry calculation of the molecule C2H5NO2S, from the Open Molecules 2025 dataset.

```
11
Properties=species:S:1:pos:R:3:forces:R:3:mulliken_charge:R:1
C 0.83742 -0.25927 -0.38425 -3.10 5.55 -2.23 0.53
C -0.27311 0.59666 0.16257 1.87 -3.30 -0.11 -1.09
N 1.47010 -1.27703 0.23109 2.77 -5.03 3.51 -0.42
O -0.00247 -1.10999 2.39926 0.60 -0.99 0.95 -0.57
O 1.09997 -0.05318 -1.72968 1.02 -2.25 0.66 -0.48
S 1.23638 -1.71809 1.88443 -1.03 1.24 -3.25 0.42
H 0.94032 0.83255 -2.03011 -0.40 0.75 0.26 0.32
H -0.11678 1.58114 0.00678 0.70 3.50 -0.06 0.36
H -0.40739 0.27737 1.14620 -0.32 0.52 1.59 0.38
H -1.15637 0.36452 -0.31568 -2.29 -0.64 -1.41 0.36
H 0.96447 -3.06155 1.51102 0.20 0.65 0.09 0.20
```
Positions in Å, forces in eV/Å.

E_HOMO (spin up / spin down) in eV: -5.646 / -10.180
Calculated total energy in a.u.: -682.3952
Net charge: 0
HOMO-LUMO gap (spin up / spin down) in eV: 6.18 / 7.28
2S+1: 3
Energy relative to the best compared isomer or geometry (same formula, charge and spin) in kcal/mol: 53.0

The following is a quantum chemistry calculation of a cluster of 2 separate species, C2H5NO3 in total, from the Open Molecules 2025 dataset.

```
11
Properties=species:S:1:pos:R:3:forces:R:3:mulliken_charge:R:1
O 1.48668 -2.45265 2.12285 -0.15 0.18 -0.29 -0.68
C 0.22058 -2.35510 2.20994 1.23 -0.70 0.54 -0.42
N -0.57219 -1.47393 1.42667 -1.39 0.32 0.42 0.00
C -0.60309 -0.11048 1.51733 0.71 0.42 -0.81 -0.46
O 0.35777 0.62071 1.65787 0.25 0.16 0.55 -0.38
H -0.31361 -3.04492 2.88394 -0.47 0.25 -0.40 0.35
H -1.51037 -1.81754 1.21010 0.15 -0.03 0.18 0.32
H -1.58216 0.38503 1.34173 -0.33 -0.59 -0.19 0.28
H 1.47085 3.20655 -4.36455 0.21 -0.01 0.62 0.33
H 0.12824 3.76175 -4.87337 0.05 -0.02 0.21 0.32
O 0.91730 3.28059 -5.13250 -0.26 0.02 -0.82 -0.65
```
Positions in Å, forces in eV/Å.

E_HOMO (spin up / spin down) in eV: 0.312 / -3.799
Calculated total energy in a.u.: -359.6437
Net charge: -1
HOMO-LUMO gap (spin up / spin down) in eV: 2.57 / 6.65
2S+1: 2
Energy relative to the best compared isomer or geometry (same formula, charge and spin) in kcal/mol: 17.0

The following is a quantum chemistry calculation of a cluster of 2 separate species, C2H5NO3 in total, from the Open Molecules 2025 dataset.

```
11
Properties=species:S:1:pos:R:3:forces:R:3:mulliken_charge:R:1
O -0.77788 -1.52017 -1.37194 -0.36 0.55 -0.09 -0.51
C -0.02409 -1.20395 -0.49174 0.21 -0.50 -0.92 -0.04
N 0.82636 -0.12429 -0.45762 0.68 -0.02 1.38 -0.15
C 1.15333 1.00167 -1.28616 -0.53 -0.41 -0.39 0.06
O 1.66234 0.85818 -2.34756 0.02 0.44 -0.35 -0.38
H 0.08560 -1.85170 0.39008 0.22 0.20 0.25 0.45
H 1.58313 -0.26640 0.20316 -0.35 0.16 0.35 0.25
H 0.93190 1.98719 -0.81613 0.15 -0.42 -0.20 0.32
O -1.78884 0.23828 2.36542 0.12 0.06 0.84 -0.65
H -1.88770 1.19923 2.23585 0.05 -1.06 -0.73 0.32
H -1.76416 -0.31805 1.57663 -0.20 0.99 -0.13 0.34
```
Positions in Å, forces in eV/Å.

E_HOMO in eV: -10.569
Calculated total energy in a.u.: -359.6548
Net charge: 0
HOMO-LUMO gap in eV: 10.86
SMILES string: O=CNC=O.O
Energy relative to the best compared isomer or geometry (same formula, charge and spin) in kcal/mol: 34.2

The following is a quantum chemistry calculation of a cluster of 2 separate species, C2H5NO3 in total, from the Open Molecules 2025 dataset.

```
11
Properties=species:S:1:pos:R:3:forces:R:3:mulliken_charge:R:1
N -0.64887 1.29761 0.94953 -0.66 0.08 -0.24 -0.31
C 0.60771 1.05191 0.54249 1.07 -1.17 1.85 -0.01
O 1.23643 1.68244 -0.26183 0.01 -0.08 -0.51 -0.52
H -1.23472 1.88726 0.37240 0.17 0.07 0.20 0.23
H -1.09620 0.77319 1.68424 0.18 -0.14 -0.22 0.23
H 1.09477 0.15700 1.15714 -0.73 1.49 -0.85 0.33
O -1.27485 -1.50623 -1.82793 0.06 -1.05 -0.09 -0.46
C -0.23511 -1.37581 -1.26372 0.35 3.58 -0.09 0.37
O 0.14942 -1.98914 -0.16026 2.07 -0.28 1.94 -0.43
H 0.42286 -0.45860 -1.44160 -0.29 -1.13 -0.54 0.19
H 0.97856 -1.51964 0.24955 -2.23 -1.37 -1.45 0.38
```
Positions in Å, forces in eV/Å.

E_HOMO in eV: -10.658
Calculated total energy in a.u.: -359.6762
Net charge: 0
HOMO-LUMO gap in eV: 11.09
SMILES string: NC=O.O=CO
Energy relative to the best compared isomer or geometry (same formula, charge and spin) in kcal/mol: 20.8

The following is a quantum chemistry calculation of the molecule C2H5NO3, from the Open Molecules 2025 dataset.

```
11
Properties=species:S:1:pos:R:3:forces:R:3:mulliken_charge:R:1
C -1.30647 -0.94629 -0.67632 0.52 0.14 -0.12 -0.95
C -0.40595 -0.15530 -0.10714 -0.25 2.32 -2.44 0.58
O -0.64168 0.68352 0.94914 0.63 -0.29 -0.08 -0.48
O 0.71098 0.36113 -0.97862 -2.12 -1.65 1.60 -0.24
N 1.77885 0.78588 -0.23548 0.82 1.41 -0.37 -0.08
O 2.15695 -0.19525 0.63174 -2.43 -1.51 1.38 -0.34
H -2.33312 -0.96394 -0.35304 -0.02 -0.32 0.48 0.23
H -1.08668 -1.41459 -1.61821 0.20 -0.12 -0.07 0.29
H -1.59071 0.78090 1.08327 0.03 -0.13 0.02 0.31
H 1.48241 1.61453 0.29766 -0.19 -0.53 0.04 0.25
H 1.23541 -0.55059 1.00700 2.81 0.67 -0.43 0.42
```
Positions in Å, forces in eV/Å.

E_HOMO in eV: -9.602
Calculated total energy in a.u.: -359.5120
Net charge: 0
HOMO-LUMO gap in eV: 9.86
SMILES string: C=C(O)ONO
Energy relative to the best compared isomer or geometry (same formula, charge and spin) in kcal/mol: 123.8

The following is a quantum chemistry calculation of the molecule C2H5NO3, from the Open Molecules 2025 dataset.

```
11
Properties=species:S:1:pos:R:3:forces:R:3:mulliken_charge:R:1
C 0.42174 1.38606 0.02782 0.26 0.05 -0.12 -0.92
C 0.32085 -0.10035 -0.08362 -1.32 -0.37 0.20 0.72
N -0.77200 -0.81227 -0.10328 1.97 0.94 0.28 -0.51
O -1.90940 -0.01516 0.06931 -0.36 -0.28 -0.04 -0.41
O 1.53044 -0.71343 -0.16256 -1.10 -1.21 0.42 -0.24
O 1.31187 -2.15469 0.09378 -1.62 1.04 -1.46 -0.35
H -0.16463 1.74876 0.87520 -0.08 -0.12 -0.20 0.31
H 0.05915 1.84271 -0.89676 -0.10 0.03 0.19 0.28
H 1.46226 1.68895 0.17593 -0.15 -0.18 -0.06 0.32
H -2.60355 -0.66215 0.29694 0.52 0.38 -0.22 0.35
H 0.34327 -2.20844 -0.29275 1.98 -0.29 1.01 0.46
```
Positions in Å, forces in eV/Å.

E_HOMO in eV: -9.551
Calculated total energy in a.u.: -359.5222
Net charge: 0
HOMO-LUMO gap in eV: 10.35
SMILES string: C/C(=N\O)OO
Energy relative to the best compared isomer or geometry (same formula, charge and spin) in kcal/mol: 117.4

The following is a quantum chemistry calculation of the molecule C2H5NO3, from the Open Molecules 2025 dataset.

```
11
Properties=species:S:1:pos:R:3:forces:R:3:mulliken_charge:R:1
N 0.58983 0.08852 1.11091 0.86 2.62 -1.30 -0.61
C -0.40226 0.00555 0.04476 0.47 0.54 0.67 0.75
O -1.22867 1.12929 0.05796 -0.11 -0.18 3.13 -0.54
O -1.10500 -1.15242 0.49170 0.03 0.05 -1.98 -0.51
C 0.48673 0.21020 -1.28741 -1.06 -2.82 1.56 -0.28
O 1.07937 -0.65068 -1.85808 -0.13 -0.81 -0.43 -0.46
H 0.85327 -0.83827 1.30327 0.60 -1.28 0.43 0.23
H 1.41220 0.58763 0.70527 -0.56 -0.37 1.06 0.25
H -1.36954 1.25556 1.08472 0.14 -0.05 -2.88 0.37
H -1.04277 -1.84538 -0.17949 -0.16 0.04 -0.03 0.34
H 0.72685 1.21000 -1.47362 -0.08 2.27 -0.21 0.46
```
Positions in Å, forces in eV/Å.

E_HOMO in eV: -9.995
Calculated total energy in a.u.: -359.6422
Net charge: 0
HOMO-LUMO gap in eV: 10.62
SMILES string: NC(O)(O)C=O
Energy relative to the best compared isomer or geometry (same formula, charge and spin) in kcal/mol: 42.1

The following is a quantum chemistry calculation of the molecule C2H5NO3, from the Open Molecules 2025 dataset.

```
11
Properties=species:S:1:pos:R:3:forces:R:3:mulliken_charge:R:1
C 0.20044 -0.26433 -0.64175 -4.02 -2.40 2.36 -1.05
C -0.46019 0.06891 0.90818 3.30 0.77 -2.89 0.08
O 0.06359 1.21666 1.50179 -1.87 0.75 -0.74 -0.50
N -1.89204 0.26193 0.61644 0.00 -0.46 0.42 1.00
O -2.56361 -0.63253 0.23096 -0.59 -2.34 -0.54 -0.55
O -2.30966 1.37137 0.72458 -0.47 2.76 0.48 -0.65
H 0.79819 -1.13851 -0.59134 1.41 -0.33 0.57 0.32
H 0.63828 0.55301 -1.09783 0.76 1.65 -0.71 0.32
H -0.63908 -0.76696 -1.22998 0.71 1.42 0.45 0.34
H -0.20483 -0.70348 1.58519 -0.69 -1.38 0.28 0.28
H -0.71659 1.85393 1.37934 1.45 -0.45 0.31 0.41
```
Positions in Å, forces in eV/Å.

E_HOMO in eV: -10.857
Calculated total energy in a.u.: -359.5503
Net charge: 0
HOMO-LUMO gap in eV: 10.95
SMILES string: C[C@@H](O)[N+](=O)[O-]
Energy relative to the best compared isomer or geometry (same formula, charge and spin) in kcal/mol: 99.8

The following is a quantum chemistry calculation of the molecule C2H5NO3, from the Open Molecules 2025 dataset.

```
11
Properties=species:S:1:pos:R:3:forces:R:3:mulliken_charge:R:1
C -1.50844 0.11292 -0.15908 1.27 -1.82 0.24 -1.27
C 0.09101 -0.22419 -0.10681 -6.04 1.16 1.20 0.36
O 0.32491 -0.77406 1.16596 0.95 0.24 -0.71 -0.49
O 0.46919 1.11422 -0.28143 4.48 -1.49 -0.12 -0.26
N 1.96218 0.77645 -0.67825 2.36 -0.35 2.41 0.22
O 2.66434 0.30643 0.18998 -3.40 2.04 -2.98 -0.26
H -1.78012 0.89572 0.55005 0.39 -0.05 -0.04 0.34
H -1.79335 0.39995 -1.17111 0.06 -0.10 0.10 0.34
H -1.99002 -0.81764 0.15015 -0.35 0.15 -0.19 0.35
H 0.26937 -0.92886 -0.92307 0.79 0.32 -0.08 0.33
H 1.29094 -0.86095 1.26363 -0.52 -0.08 0.19 0.34
```
Positions in Å, forces in eV/Å.

E_HOMO in eV: -10.304
Calculated total energy in a.u.: -359.5314
Net charge: 0
HOMO-LUMO gap in eV: 9.11
SMILES string: C[C@H](O)ON=O
Energy relative to the best compared isomer or geometry (same formula, charge and spin) in kcal/mol: 111.6